P:
Density functional theory data (ωB97M-V/def2-TZVPD) for a cluster of 2 separate species, C2H9NSi in total.

Atoms and positions in Å:
Si 0.56 0.14 0.26
N -2.50 1.30 0.46
C 0.98 0.81 -1.45
C 0.79 -1.73 0.51
H 1.94 1.34 -1.44
H 1.39 -1.94 1.39
H -0.17 -2.23 0.65
H 0.87 0.97 1.41
H -2.82 0.82 -0.38
H 1.28 -2.19 -0.35
H 0.22 1.52 -1.78
H 1.05 0.02 -2.19
H -2.82 0.71 1.23

Properties
2S+1: 1
HOMO energy (spin up / spin down): -9.7 / -6.9 eV
LUMO level (spin up / spin down): 0.001 / -0.007 hartree

***

Q:
Density functional theory data (ωB97M-V/def2-TZVPD) for a cluster of 2 separate species, C2H9NSi in total.

Atoms and positions in Å:
Si 1.11 -1.27 -0.70
N 0.19 0.16 -1.10
C -0.63 0.82 -0.30
C -0.36 0.67 1.13
H -0.95 -0.20 1.54
H 0.46 -2.53 -1.07
H 2.32 -1.02 -1.49
H 0.11 0.43 -2.13
H 0.70 0.51 1.42
H -1.47 1.26 -0.61
H -0.77 1.43 1.73
H -2.81 -0.48 -0.58
H 1.24 -1.12 0.81

Properties
2S+1: 1
HOMO energy (spin up / spin down): -6.1 / -8.7 eV
LUMO level (spin up / spin down): -0.010 / 0.030 hartree

***

Tell me which of them is the least stable. Sure, it is Q.

***

P:
Density functional theory data (ωB97M-V/def2-TZVPD) for the ion C7H12N3 with charge +1.

Atoms and positions in Å:
N 0.53 1.37 0.09
N -1.07 -1.71 -0.67
N -0.55 -0.57 -0.14
C -0.44 -2.98 -0.10
C 0.48 0.54 -2.29
C -0.01 1.06 1.25
C 0.28 0.51 -0.92
C -0.65 -0.15 1.13
C 0.32 1.90 2.46
C 0.94 1.58 -2.91
H -1.24 -3.79 0.14
H 0.60 -0.38 -2.89
H 0.93 2.28 -0.24
H 1.44 1.71 2.46
H -0.35 1.57 3.19
H -0.95 -0.83 1.92
H -1.12 -1.70 -1.70
H 1.12 1.60 -3.97
H 0.23 -3.29 -0.82
H -0.05 -2.59 0.84
H 1.11 2.61 -2.34
H 0.08 2.96 2.34

Properties
charge: +1
2S+1: 1
HOMO energy (spin up / spin down): -12.3 / -12.3 eV
LUMO level (spin up / spin down): -0.152 / -0.152 hartree
SMILES: C=Cc1[nH+]c(C)cn1NC

***

Q:
Density functional theory data (ωB97M-V/def2-TZVPD) for the ion C7H12N3 with charge +1.

Atoms and positions in Å:
N 0.79 -0.98 -0.57
N -0.45 1.14 -0.48
N -0.62 2.16 1.43
C -1.51 2.71 0.54
C 1.13 0.36 1.33
C 0.10 1.26 0.78
C -1.47 2.07 -0.66
C 0.43 -2.17 -0.79
C -0.81 -2.51 -1.67
C 1.76 -0.62 0.37
H -1.67 -1.84 -1.53
H -0.02 0.33 -1.02
H 2.06 0.79 1.78
H -0.60 -2.66 -2.71
H 2.20 -1.40 1.02
H 0.96 -3.05 -0.15
H 2.60 -0.21 -0.17
H -2.25 3.46 0.86
H -0.99 -3.53 -1.29
H -0.52 2.73 2.36
H 0.79 -0.25 2.22
H -1.91 2.21 -1.65

Properties
charge: +1
2S+1: 1
HOMO energy: -13.5 eV
LUMO level: -0.096 hartree
SMILES: C/C=N/CCc1[nH]cc[nH+]1

***

R:
Density functional theory data (ωB97M-V/def2-TZVPD) for the ion C7H12N3 with charge +1.

Atoms and positions in Å:
N 0.52 2.03 -0.09
N 1.00 1.71 -1.07
N 0.56 -0.16 -1.74
C -0.48 -0.43 -1.04
C -0.54 -1.03 1.37
C -0.24 2.27 1.04
C -1.14 1.27 1.35
C -1.11 0.02 0.36
C 0.90 -0.86 1.77
C 0.77 -0.62 -3.00
H -1.15 -1.07 2.24
H -0.46 -1.98 0.94
H 1.28 -1.71 2.38
H 1.90 -0.59 -3.17
H 1.45 -0.62 0.80
H 1.11 0.05 2.42
H -2.06 -0.13 0.03
H -1.03 -1.29 -1.41
H 0.42 -1.60 -3.33
H 0.45 0.21 -3.59
H -1.90 1.28 2.16
H -0.25 3.24 1.56

Properties
charge: +1
2S+1: 1
HOMO energy: -13.8 eV
LUMO level: -0.194 hartree
SMILES: CC[C@@H](/C=C\[N+]#N)/C=N/C

***

Tell me which of them is the least stable. Sure, it is R.